# C2H4N4O2

An isolated molecule of C2H4N4O2 (ωB97M-V with the def2-TZVPD basis set, the OMol25 dataset).

As for the relative energy (zero: lowest compared OMol25 entry of this formula, charge and spin): 272.4 kJ/mol. As for the multiplicity: 1. The net charge is 0. The calculation puts the LUMO energy at 0.00958 hartree.

Last column: Mulliken charge in e.
Geometry (Å):
H -0.690590 1.206761 -3.037417  0.308
N -1.130022 1.388563 -2.179161  -0.611
C -0.489240 0.907104 -1.265943  0.541
N 0.504966 -0.079456 -1.420650  -0.491
C 0.818662 -0.439146 -0.289202  0.410
O 1.626869 -1.362371 0.084370  -0.513
N 0.270665 0.305454 0.741856  0.140
N -0.076113 -0.571985 1.758751  -0.586
O -0.870514 0.930693 0.150965  -0.335
H 1.195469 -1.356342 1.130552  0.555
H -1.096831 -0.774644 1.513965  0.295
H -0.063319 -0.154632 2.811914  0.289

Force components x, y, z for each atom (eV/Å):
0.6 -0.4 -1.4
-2.2 2.6 0.5
0.7 -3.1 1.6
-0.7 1.4 -2.9
1.5 -0.3 0.8
-0.8 -0.7 3.4
-0.5 1.5 1.3
-2.5 0.7 2.8
0.7 0.5 -1.3
1.5 -1.0 -2.1
1.5 -0.4 0.9
0.1 -0.8 -3.6

=====

# C28H25BrHgSi

A structure of composition C28H25BrHgSi (ωB97M-V with the def2-TZVPD basis set, the OMol25 dataset).

As for the multiplicity: 1. The net charge is -2. The calculation puts the LUMO energy at 0.15155 hartree.

Last column: Mulliken charge in e.
Geometry (Å):
C -3.277270 -0.192831 -1.900850  -0.946
C -3.438880 -0.668775 -0.561965  -0.423
C -3.513216 0.456591 0.300932  -0.348
H -3.518109 -1.717227 -0.263800  0.367
C -3.392002 1.638132 -0.497188  -0.663
C -3.240610 1.233393 -1.861868  -0.559
H -3.094858 1.897510 -2.725266  0.415
H -3.214271 -0.815528 -2.796055  0.470
H -3.656285 0.440942 1.375341  0.507
H -3.383425 2.658697 -0.113763  0.400
Hg 0.329554 -0.295862 -1.476207  0.637
Br 0.494014 -2.050963 -3.307389  -0.630
C 1.848201 1.315228 -5.686761  -0.609
C 0.661942 2.076371 -5.913572  -0.560
C -0.336760 1.194744 -6.442266  -0.546
H 0.548400 3.146577 -5.760973  0.376
C 0.237034 -0.108790 -6.539424  -0.484
C 1.583295 -0.038260 -6.068712  -0.501
H 2.282138 -0.873550 -6.021254  0.365
H 2.796911 1.704105 -5.324839  0.370
H -1.336046 1.477838 -6.763568  0.354
H -0.251942 -0.998375 -6.928726  0.335
C -0.338340 4.016758 2.931156  -0.417
C 0.327600 3.859001 1.711263  -0.576
C 0.460848 2.586242 1.140578  -0.473
C 0.036460 1.440980 1.845409  0.929
C -0.558966 1.605743 3.107492  -0.125
C -0.826314 2.891141 3.604154  -0.735
Si 0.468784 -0.215839 1.060471  -0.436
C 2.247566 -0.619484 1.549256  0.405
C 3.226835 -0.783069 0.555987  -0.370
C 4.534498 -1.172627 0.882876  -0.589
C 4.899185 -1.340739 2.223169  -0.351
C 3.937536 -1.155780 3.225168  -0.603
C 2.624735 -0.797949 2.893886  0.030
C -0.635070 -1.601579 1.729407  0.874
C -0.342037 -2.887123 1.229090  -0.779
C -0.995090 -4.016966 1.736826  -0.625
C -1.915375 -3.880339 2.783414  -0.422
C -2.250723 -2.604812 3.255398  -0.729
C -1.668068 -1.470699 2.674892  0.131
H -0.481126 5.013371 3.353018  0.340
H 0.747893 4.729674 1.208088  0.363
H 0.946409 2.465962 0.162221  0.184
H -0.787331 0.746347 3.742748  0.429
H -1.381961 3.008765 4.536356  0.353
H 2.954823 -0.615714 -0.491603  0.067
H 5.268566 -1.339246 0.085814  0.362
H 5.927125 -1.614451 2.479950  0.332
H 4.216915 -1.300038 4.270812  0.351
H 1.896247 -0.668867 3.695188  0.285
H 0.433393 -3.008126 0.460768  0.261
H -0.754661 -5.004512 1.337600  0.382
H -2.383117 -4.766458 3.216118  0.336
H -2.958335 -2.493674 4.081328  0.349
H -2.006725 -0.485843 2.999890  0.138

Force components x, y, z for each atom (eV/Å):
0.2 0.2 0.6
0.1 0.4 -0.3
0.1 0.4 -0.8
0.0 0.3 -0.1
0.1 -0.8 -0.3
0.1 -0.1 0.6
-0.1 -0.4 0.4
0.0 0.2 0.3
0.0 0.0 0.0
0.0 -0.2 -0.1
-0.6 -0.8 0.5
0.0 0.3 0.3
-0.7 -0.5 -0.4
-0.1 -0.9 -0.3
1.1 -0.1 0.1
0.0 -0.1 0.1
0.6 0.8 0.2
-0.5 0.7 -0.3
-0.2 0.2 0.1
-0.1 -0.1 0.0
0.1 0.0 0.2
0.0 0.1 0.2
-0.1 -0.3 -0.2
0.0 -0.3 0.0
0.0 0.2 0.5
0.3 0.3 0.0
0.1 0.6 0.0
0.4 -0.1 -0.2
-0.9 0.5 -0.6
0.4 -0.1 0.0
0.2 -0.2 0.3
0.0 0.2 0.1
-0.3 0.0 -0.2
-0.1 0.1 -0.2
0.5 -0.2 -0.2
0.0 -0.4 -0.3
-0.1 -0.1 0.6
0.1 0.3 0.1
0.1 0.2 -0.2
0.2 -0.1 -0.4
0.2 -0.3 0.3
0.0 -0.3 -0.1
-0.2 -0.2 0.0
-0.3 0.1 0.4
0.0 0.3 -0.4
0.2 0.0 -0.2
0.2 -0.2 0.3
-0.3 0.1 0.3
-0.4 0.0 -0.1
-0.1 0.1 -0.2
0.1 0.0 -0.2
-0.4 0.0 0.2
-0.1 0.3 0.1
0.1 0.2 -0.1
0.1 0.0 -0.4
0.1 -0.4 -0.2

=====

# C9H8BrNO

An isolated molecule of C9H8BrNO (ωB97M-V with the def2-TZVPD basis set, the OMol25 dataset).

As for the relative energy (zero: lowest compared OMol25 entry of this formula, charge and spin): 62.9 kJ/mol. As for the multiplicity: 1. The net charge is 0. The calculation puts the LUMO energy at 0.00511 hartree.

Last column: Mulliken charge in e.
Geometry (Å):
C -0.493426 -2.563279 0.865754  -0.384
C 0.111825 -1.508409 1.519187  -0.700
C -1.040097 -2.398522 -0.380855  -0.449
C 0.029496 -0.279563 1.018369  -0.589
C -0.990351 -1.164120 -0.919261  0.669
C -0.505914 0.014001 -0.190511  0.158
C -1.521172 -0.810610 -2.270564  0.341
C -0.628642 1.276210 -0.859304  0.234
C 0.523914 2.247326 -1.023431  -1.145
N -0.890649 0.319356 -2.656709  -0.407
O -2.235954 -1.482090 -2.970994  -0.617
Br -1.773770 1.384180 -3.743592  -0.015
H -0.232284 -3.609651 1.185477  0.261
H 0.691467 -1.617847 2.456636  0.338
H -1.366660 -3.165983 -1.045601  0.464
H 0.330006 0.541239 1.521821  0.535
H -1.578318 1.857894 -0.703784  0.270
H 1.579301 1.840711 -1.035119  0.310
H 0.516670 2.689291 -0.053092  0.417
H 0.238058 2.998595 -1.761447  0.310

Force components x, y, z for each atom (eV/Å):
1.9 -2.5 0.8
0.3 -2.4 1.9
0.2 0.1 -0.3
-0.6 1.8 -1.5
-0.4 3.6 0.2
-1.3 -4.2 -1.5
0.8 -1.1 0.2
-0.1 0.0 -3.5
0.2 -1.3 0.5
1.5 2.4 4.0
-0.7 -0.5 0.0
-1.1 1.4 -1.9
-0.8 1.1 0.0
-0.7 -0.3 -0.6
-0.4 -0.8 0.1
1.5 2.4 2.1
0.7 -0.9 -0.5
-1.4 0.1 -0.8
-0.1 1.1 0.9
0.5 -0.1 0.0

=====

Table of max |F| (eV Å⁻¹), in record order: 3.8; 1.2; 4.9
Table of HOMO level (eV), in record order: -9.71; -0.28; -9.05
Table of orbital gap (eV), in record order: 9.967; 4.402; 9.189